C34H88BrF6FeN9O12S2 as an isolated structure, computed with wB97M-V/def2-TZVPD.

Cartesian coordinates (Å):
Fe 2.69 1.90 0.39
Br 0.35 0.67 0.05
C 6.04 3.26 2.07
F 5.16 4.08 1.54
F 7.24 3.68 1.75
F 5.93 3.26 3.30
S 5.81 1.48 1.31
O 5.93 1.64 -0.12
O 6.85 0.66 1.97
N 4.06 1.16 1.66
S 4.16 0.11 2.78
O 4.48 -1.25 2.36
O 4.98 0.47 3.93
C 2.29 -0.06 3.44
F 2.34 -0.71 4.58
F 1.76 1.14 3.60
F 1.53 -0.75 2.57
C -2.72 1.75 -4.65
C -1.50 1.23 -3.84
C -0.30 1.21 -4.86
O -0.55 0.37 -5.95
C 0.53 0.28 -6.90
N -1.30 2.27 -2.75
H -2.55 2.64 -5.26
H -3.56 2.05 -4.02
H -3.07 0.94 -5.29
H -1.63 0.22 -3.46
H 0.62 0.90 -4.37
H -0.20 2.26 -5.13
H 0.98 1.26 -7.09
H 0.21 -0.19 -7.83
H 1.36 -0.29 -6.48
H -0.77 1.72 -2.09
H -2.21 2.26 -2.32
C 0.59 -4.53 2.82
C -0.26 -3.69 3.81
C -1.62 -3.26 3.19
O -2.37 -2.31 3.95
C -1.83 -1.03 4.04
N -0.64 -4.53 4.91
H 1.06 -4.01 1.98
H 0.01 -5.36 2.42
H 1.45 -4.90 3.38
H 0.30 -2.80 4.09
H -2.22 -4.11 2.89
H -1.44 -2.88 2.19
H -2.55 -0.30 4.42
H -1.39 -0.66 3.11
H -1.01 -1.08 4.75
H -1.12 -5.33 4.51
H -1.29 -4.01 5.47
C -0.33 3.73 2.73
C 0.56 3.94 1.55
C 0.93 5.41 1.16
O 1.72 5.60 -0.06
C 1.80 7.01 -0.29
N 1.86 3.29 1.76
H -0.46 2.68 2.97
H -1.32 4.14 2.51
H 0.07 4.28 3.58
H 0.01 3.47 0.74
H 1.42 5.90 2.00
H -0.04 5.91 1.12
H 2.40 7.59 0.41
H 0.85 7.53 -0.34
H 2.30 7.15 -1.26
H 2.48 4.03 2.05
H 1.63 2.85 2.64
C -1.87 -3.95 -2.39
C -0.88 -3.06 -1.50
C 0.41 -2.54 -2.26
O 1.20 -3.56 -2.89
C 2.42 -3.23 -3.52
N -1.64 -1.97 -0.97
H -2.27 -3.21 -3.09
H -2.67 -4.41 -1.80
H -1.34 -4.70 -2.97
H -0.46 -3.63 -0.67
H 1.07 -1.90 -1.68
H 0.09 -1.92 -3.10
H 2.30 -2.32 -4.11
H 2.87 -4.01 -4.14
H 3.18 -3.03 -2.77
H -1.86 -1.35 -1.74
H -1.02 -1.39 -0.41
C -2.99 3.73 0.40
C -4.26 3.41 -0.34
C -4.97 4.65 -1.00
O -5.24 5.59 0.04
C -6.08 5.19 1.11
N -3.94 2.41 -1.37
H -3.12 4.49 1.17
H -2.18 4.04 -0.26
H -2.68 2.86 0.99
H -5.01 2.92 0.29
H -5.84 4.40 -1.62
H -4.24 5.03 -1.72
H -7.01 4.70 0.83
H -6.22 6.06 1.75
H -5.55 4.46 1.72
H -3.71 1.55 -0.90
H -4.78 2.10 -1.84
C -4.61 -2.04 1.01
C -4.86 -0.60 0.83
C -5.25 0.19 2.14
O -6.43 -0.27 2.82
C -7.66 -0.04 2.17
N -3.62 -0.08 0.37
H -5.46 -2.47 1.53
H -3.81 -2.22 1.74
H -4.61 -2.51 0.03
H -5.64 -0.45 0.08
H -5.40 1.25 1.94
H -4.37 0.25 2.78
H -7.70 1.04 2.03
H -8.40 -0.54 2.79
H -7.70 -0.61 1.24
H -3.13 -0.87 -0.03
H -3.07 0.06 1.21
C 4.48 -8.06 2.15
C 3.36 -7.84 1.14
C 3.39 -6.50 0.32
O 3.43 -5.32 1.13
C 3.32 -4.17 0.29
N 3.43 -8.96 0.23
H 4.35 -8.99 2.71
H 4.52 -7.14 2.73
H 5.42 -8.20 1.63
H 2.45 -7.98 1.73
H 2.63 -6.40 -0.45
H 4.32 -6.59 -0.24
H 2.30 -3.92 0.02
H 3.91 -4.22 -0.63
H 3.62 -3.31 0.89
H 3.32 -9.81 0.75
H 2.66 -8.96 -0.41
C 2.34 3.98 -3.38
C 2.44 2.98 -2.24
C 3.34 1.73 -2.57
O 3.36 0.94 -1.33
C 3.97 -0.40 -1.50
N 2.93 3.55 -1.01
H 2.00 3.48 -4.29
H 3.28 4.49 -3.55
H 1.58 4.72 -3.13
H 1.47 2.52 -2.06
H 4.37 2.02 -2.78
H 2.89 1.20 -3.41
H 5.04 -0.21 -1.61
H 3.56 -0.89 -2.39
H 3.74 -0.90 -0.56
H 3.82 3.93 -1.30
H 2.49 4.46 -0.93

Results
HOMO (spin up / spin down): -8.58 / -8.58 eV
M: 1129.0 Da
gap between HOMO and LUMO (spin up / spin down): 8.58 / 8.56 eV
multiplicity: 5
E: -7976.98383 a.u.

These are the Mulliken partial charges, in e, on atoms 1 to 99: number 1, Fe, carries 1.065; number 2, Br, carries -0.229; number 3, C, carries 0.689; number 4, F, carries -0.214; number 5, F, carries -0.224; number 6, F, carries -0.198; number 7, S, carries 0.623; number 8, O, carries -0.633; number 9, O, carries -0.515; number 10, N, carries -0.205; number 11, S, carries 0.642; number 12, O, carries -0.590; number 13, O, carries -0.575; number 14, C, carries 0.156; number 15, F, carries -0.201; number 16, F, carries -0.280; number 17, F, carries 0.033; number 18, C, carries -1.526; number 19, C, carries 1.488; number 20, C, carries -0.220; number 21, O, carries -0.422; number 22, C, carries -0.756; number 23, N, carries -0.298; number 24, H, carries 0.304; number 25, H, carries 0.341; number 26, H, carries 0.399; number 27, H, carries -0.483; number 28, H, carries -0.190; number 29, H, carries 0.551; number 30, H, carries 0.345; number 31, H, carries 0.294; number 32, H, carries 0.193; number 33, H, carries -0.344; number 34, H, carries 0.295; number 35, C, carries -1.528; number 36, C, carries 1.163; number 37, C, carries -0.371; number 38, O, carries -0.455; number 39, C, carries -0.763; number 40, N, carries -0.773; number 41, H, carries 0.017; number 42, H, carries 0.427; number 43, H, carries 0.452; number 44, H, carries -0.095; number 45, H, carries 0.320; number 46, H, carries -0.024; number 47, H, carries 0.360; number 48, H, carries 0.110; number 49, H, carries 0.488; number 50, H, carries 0.317; number 51, H, carries 0.329; number 52, C, carries -2.063; number 53, C, carries 1.796; number 54, C, carries -1.317; number 55, O, carries -0.463; number 56, C, carries -1.050; number 57, N, carries 0.337; number 58, H, carries 0.437; number 59, H, carries 0.326; number 60, H, carries 0.508; number 61, H, carries -0.830; number 62, H, carries 0.449; number 63, H, carries 0.524; number 64, H, carries 0.335; number 65, H, carries 0.363; number 66, H, carries 0.369; number 67, H, carries 0.300; number 68, H, carries 0.067; number 69, C, carries -1.599; number 70, C, carries -0.057; number 71, C, carries 0.232; number 72, O, carries -0.438; number 73, C, carries -0.498; number 74, N, carries -0.246; number 75, H, carries 0.377; number 76, H, carries 0.376; number 77, H, carries 0.374; number 78, H, carries 0.102; number 79, H, carries 0.197; number 80, H, carries 0.193; number 81, H, carries 0.210; number 82, H, carries 0.341; number 83, H, carries 0.053; number 84, H, carries 0.116; number 85, H, carries -0.432; number 86, C, carries -1.094; number 87, C, carries 0.588; number 88, C, carries -1.012; number 89, O, carries -0.368; number 90, C, carries -0.609; number 91, N, carries -0.275; number 92, H, carries 0.588; number 93, H, carries 0.133; number 94, H, carries 0.284; number 95, H, carries -0.011; number 96, H, carries 0.391; number 97, H, carries 0.415; number 98, H, carries 0.299; number 99, H, carries 0.274